# 1
C54H53ClMoN6O6P2S2 | the ωB97M-V functional and the def2-TZVPD basis

```
! wB97M-V def2-TZVPD RIJCOSX def2/J DEFGRID3
* xyz 2 3
Mo 0.03 -0.26 0.06
C 1.77 -0.51 -5.05
N 1.88 -0.56 -3.60
C 1.01 -0.05 -2.72
N 1.45 -0.27 -1.47
C 2.67 -0.92 -1.57
C 2.93 -1.12 -2.90
C 4.09 -1.75 -3.55
C 5.37 -1.29 -3.25
C 6.47 -1.90 -3.83
C 6.30 -2.96 -4.72
C 5.02 -3.42 -5.01
C 3.92 -2.82 -4.42
C 3.56 -1.29 -0.46
C 4.26 -0.29 0.22
C 5.25 -0.64 1.12
C 5.55 -1.97 1.34
C 4.85 -2.97 0.68
C 3.86 -2.63 -0.23
P -0.53 0.80 -3.19
C -1.73 -0.32 -2.40
N -1.73 -0.54 -1.09
C -2.85 -1.28 -0.78
C -3.51 -1.55 -1.95
N -2.79 -0.92 -2.96
C -3.13 -0.95 -4.38
C -4.70 -2.37 -2.24
C -4.63 -3.75 -2.08
C -5.73 -4.53 -2.36
C -6.91 -3.95 -2.81
C -6.99 -2.57 -2.97
C -5.88 -1.78 -2.69
C -3.12 -1.55 0.62
C -2.31 -0.95 1.58
C -2.50 -1.13 2.94
C -3.55 -1.93 3.36
C -4.37 -2.54 2.43
C -4.17 -2.36 1.07
C -0.54 2.04 -1.84
N -0.28 1.81 -0.55
C -0.44 3.00 0.11
C -0.82 3.96 -0.80
N -0.86 3.33 -2.03
C -1.18 3.97 -3.30
C -1.12 5.38 -0.60
C -0.18 6.20 0.02
C -0.46 7.54 0.24
C -1.69 8.06 -0.15
C -2.63 7.25 -0.76
C -2.35 5.91 -0.98
C -0.28 3.21 1.56
C 0.98 3.37 2.12
C 1.12 3.62 3.48
C -0.01 3.73 4.28
C -1.27 3.59 3.73
C -1.41 3.34 2.37
H 1.23 0.39 -5.35
H 1.24 -1.39 -5.42
H 2.77 -0.49 -5.48
H 5.50 -0.48 -2.55
H 7.46 -1.55 -3.60
H 7.16 -3.42 -5.17
H 4.89 -4.25 -5.68
H 2.92 -3.20 -4.63
H 4.04 0.75 0.02
H 5.80 0.14 1.65
H 6.33 -2.24 2.04
H 5.08 -4.01 0.85
H 3.32 -3.40 -0.77
H -3.67 -1.87 -4.58
H -2.21 -0.93 -4.96
H -3.75 -0.09 -4.64
H -3.70 -4.20 -1.74
H -5.68 -5.61 -2.24
H -7.77 -4.56 -3.03
H -7.90 -2.11 -3.31
H -5.95 -0.70 -2.80
H -1.56 -0.19 1.29
H -1.86 -0.62 3.64
H -3.72 -2.08 4.42
H -5.19 -3.17 2.76
H -4.82 -2.84 0.36
H -0.98 5.04 -3.20
H -2.22 3.82 -3.55
H -0.54 3.56 -4.08
H 0.78 5.79 0.32
H 0.27 8.17 0.72
H -1.91 9.11 0.02
H -3.59 7.65 -1.05
H -3.10 5.27 -1.43
H 1.86 3.29 1.49
H 2.11 3.74 3.90
H 0.10 3.94 5.33
H -2.15 3.69 4.35
H -2.40 3.24 1.93
C 1.38 -1.14 6.83
C 0.23 -0.44 6.15
C -1.10 -1.12 6.38
O 0.42 -0.31 4.68
P 1.34 -1.14 3.73
S 3.22 -1.10 3.94
S 1.10 0.17 2.01
O 0.55 -2.46 3.51
C 0.85 -3.88 3.17
C -0.27 -4.67 3.81
C 2.22 -4.33 3.61
H 1.19 -1.13 7.90
H 2.33 -0.64 6.64
H 1.46 -2.18 6.51
H 0.18 0.61 6.46
H -1.12 -2.10 5.89
H -1.93 -0.52 6.01
H -1.25 -1.27 7.45
H 0.77 -3.92 2.09
H -0.21 -4.62 4.90
H -0.19 -5.71 3.51
H -1.24 -4.29 3.49
H 2.37 -4.19 4.68
H 3.01 -3.81 3.07
H 2.30 -5.39 3.39
O -1.33 -3.80 -0.39
Cl 0.00 -3.41 -0.68
O 0.11 -2.80 -1.97
O 0.94 -4.45 -0.47
O 0.37 -2.33 0.36
*
```

Summary:
LUMO level (alpha / beta) = -6.98 / -6.10 eV
energy above the lowest of the compared OMol25 structures with the same formula, charge and spin = 50.3 kJ/mol
total energy = -132695.7350 eV
frontier orbital gap (alpha / beta) = 5.92 / 6.78 eV
expectation value of S² = 2.1816

---

# 2
C44H48Ge2N3O3P2Pd | the ωB97M-V functional and the def2-TZVPD basis

```
! wB97M-V def2-TZVPD RIJCOSX def2/J DEFGRID3
* xyz 1 3
Pd -0.21 0.28 -0.67
C -3.16 3.40 -1.49
C -1.65 3.55 -1.65
Ge -0.72 1.96 -2.31
C 1.10 2.39 -2.87
C 1.92 1.17 -3.28
C -1.80 1.24 -3.76
C -2.30 0.00 -3.69
Ge -1.65 -1.02 -2.15
C -3.00 -1.71 -0.90
C -3.85 -2.90 -1.35
C -0.20 -2.29 -2.58
C -0.53 -3.43 -3.55
C -3.23 -0.57 -4.70
C -3.92 0.24 -5.60
C -4.78 -0.30 -6.54
C -4.97 -1.67 -6.60
C -4.30 -2.50 -5.72
C -3.44 -1.95 -4.78
H -3.62 4.34 -1.20
H -3.42 2.66 -0.73
H -3.62 3.08 -2.42
H -1.18 3.90 -0.72
H -1.43 4.31 -2.40
H 1.59 2.91 -2.04
H 1.02 3.10 -3.70
H 2.00 0.45 -2.46
H 2.94 1.44 -3.56
H 1.46 0.66 -4.13
H -2.05 1.89 -4.60
H -3.66 -0.87 -0.67
H -2.44 -1.96 0.00
H -4.48 -2.65 -2.20
H -4.50 -3.23 -0.54
H -3.23 -3.76 -1.63
H 0.14 -2.69 -1.62
H 0.62 -1.69 -2.99
H -1.32 -4.07 -3.18
H 0.35 -4.06 -3.70
H -0.83 -3.05 -4.53
H -3.81 1.32 -5.55
H -5.32 0.35 -7.22
H -5.64 -2.10 -7.34
H -4.44 -3.57 -5.76
H -2.92 -2.61 -4.10
O 0.20 -1.56 0.66
P 1.17 -1.44 1.82
C 0.97 0.16 2.64
P 1.66 1.55 1.70
O 1.70 1.29 0.21
C 3.30 1.84 2.35
C 3.51 2.13 3.69
C 4.80 2.33 4.15
C 5.87 2.25 3.27
C 5.66 1.97 1.93
C 4.37 1.76 1.46
C 0.64 2.96 2.13
C 0.73 4.09 1.32
C 0.00 5.22 1.62
C -0.82 5.24 2.74
C -0.91 4.13 3.56
C -0.18 2.99 3.26
C 0.86 -2.71 3.05
C 0.53 -3.97 2.56
C 0.33 -5.02 3.44
C 0.45 -4.82 4.81
C 0.78 -3.56 5.30
C 0.98 -2.51 4.43
C 2.88 -1.60 1.30
C 3.18 -1.64 -0.05
C 4.50 -1.75 -0.46
C 5.51 -1.81 0.49
C 5.21 -1.78 1.84
C 3.90 -1.67 2.25
H 1.42 0.15 3.63
H -0.11 0.27 2.76
H 2.68 2.22 4.38
H 4.97 2.56 5.20
H 6.88 2.42 3.63
H 6.50 1.92 1.25
H 4.19 1.52 0.42
H 1.36 4.07 0.44
H 0.06 6.09 0.99
H -1.39 6.13 2.98
H -1.55 4.15 4.44
H -0.26 2.12 3.91
H 0.42 -4.12 1.50
H 0.07 -6.00 3.06
H 0.29 -5.64 5.49
H 0.87 -3.40 6.37
H 1.23 -1.54 4.84
H 2.38 -1.59 -0.78
H 4.74 -1.79 -1.51
H 6.54 -1.90 0.16
H 6.00 -1.83 2.58
H 3.67 -1.65 3.31
O -1.86 1.14 1.03
N -3.01 0.85 1.25
C -3.57 0.30 2.28
C -2.73 -0.08 3.38
N -2.00 -0.39 4.20
C -4.98 0.08 2.26
N -6.11 -0.11 2.27
*
```

Summary:
LUMO level (alpha / beta) = -3.84 / -5.38 eV
total energy = -192102.1678 eV
frontier orbital gap (alpha / beta) = 6.65 / 5.15 eV
expectation value of S² = 2.0161

---

# 3
C17H22N2O2 | the ωB97M-V functional and the def2-TZVPD basis

```
! wB97M-V def2-TZVPD RIJCOSX def2/J DEFGRID3
* xyz 0 1
C 5.21 -0.34 -2.19
C 4.25 -1.37 -1.67
O 2.89 -0.65 -1.41
C 2.03 -1.50 -0.81
O 2.43 -2.56 -0.38
C 0.50 -1.09 -0.88
C -0.19 -2.22 -0.44
N -0.79 -2.93 0.22
C 0.02 0.03 0.13
C -0.14 -0.35 1.60
C -1.38 -0.70 2.20
C -1.50 -0.93 3.60
C -0.33 -0.80 4.41
C 0.90 -0.51 3.79
C 0.99 -0.28 2.39
N -1.12 0.79 -0.30
C -1.12 1.29 -1.69
C -2.50 1.17 -2.32
C -3.61 1.85 -1.50
C -3.48 1.58 0.00
C -2.01 1.65 0.51
H 6.19 -0.76 -2.41
H 4.87 0.06 -3.16
H 5.42 0.45 -1.47
H 4.08 -2.15 -2.42
H 4.72 -1.91 -0.82
H 0.33 -0.80 -1.94
H 0.97 0.60 -0.10
H -2.27 -0.91 1.58
H -2.45 -1.31 4.04
H -0.38 -1.07 5.49
H 1.82 -0.53 4.39
H 1.96 -0.13 1.92
H -0.37 0.75 -2.28
H -0.85 2.36 -1.69
H -2.74 0.11 -2.40
H -2.48 1.60 -3.33
H -3.53 2.94 -1.66
H -4.60 1.53 -1.85
H -4.10 2.30 0.57
H -3.88 0.58 0.25
H -2.05 1.43 1.57
H -1.71 2.72 0.45
*
```

Summary:
LUMO level = 0.71 eV
energy above the lowest of the compared OMol25 structures with the same formula, charge and spin = 420.7 kJ/mol
total energy = -25059.1248 eV
frontier orbital gap = 9.01 eV

---

# 4
C5H11NO3 | the ωB97M-V functional and the def2-TZVPD basis

```
! wB97M-V def2-TZVPD RIJCOSX def2/J DEFGRID3
* xyz 0 1
C -1.37 1.67 -0.28
C -1.04 0.96 -1.54
N -0.40 2.17 0.50
O -1.17 -0.08 -0.63
H -2.38 2.04 -0.11
H 0.49 1.59 0.46
H -0.68 2.46 1.43
H -1.83 1.00 -2.30
H -0.02 1.15 -1.92
C 0.24 -1.00 2.18
C 1.15 -1.64 -1.33
C 0.90 -0.83 -0.09
O 0.48 -1.63 0.92
O 1.45 0.26 0.12
H -0.65 -0.39 2.11
H 0.10 -1.80 2.90
H 1.10 -0.38 2.47
H 1.85 -2.44 -1.10
H 1.55 -1.02 -2.12
H 0.22 -2.09 -1.67
*
```

Summary:
LUMO level = 0.93 eV
energy above the lowest of the compared OMol25 structures with the same formula, charge and spin = 266.6 kJ/mol
total energy = -12994.0887 eV
frontier orbital gap = 9.74 eV